The following is a DFT calculation (ωB97M-V/def2-TZVPD) of a 6-piece molecular cluster, C24H66N6O6 overall in a non-equilibrium geometry.

```
102
Properties=species:S:1:pos:R:3:mulliken_charge:R:1
C -1.0903 1.6081 -3.1848 -1.895
C -0.7333 1.6908 -1.7977 1.191
C -0.3381 0.3409 -1.1766 -1.147
O -0.4929 0.3771 0.2906 0.033
C 0.0134 -0.8124 0.8812 -0.096
N 0.2533 2.7567 -1.6702 -0.536
H -0.2409 1.4114 -3.8390 0.057
H -1.5161 2.5531 -3.5220 0.409
H -1.9224 0.9638 -3.4685 0.933
H -1.5294 2.0286 -1.1344 -0.060
H 0.7472 0.2555 -1.2308 0.314
H -0.9636 -0.4268 -1.6321 0.097
H -0.3398 -1.7211 0.3936 -0.302
H -0.2268 -0.8612 1.9433 0.140
H 1.0985 -0.9084 0.8460 0.355
H 0.3403 2.8053 -0.6651 0.204
H -0.2782 3.5937 -1.8627 0.143
C -1.5823 4.2190 6.7711 -1.476
C -0.2197 3.3888 6.6827 0.491
C 0.2717 3.0912 5.2530 -0.574
O -0.7309 2.6173 4.3722 -0.166
C -0.2165 2.2232 3.0852 -0.045
N 0.7314 4.1204 7.6249 -0.741
H -2.4646 3.6597 6.4598 0.304
H -1.6275 5.1136 6.1501 0.361
H -1.8330 4.6211 7.7528 0.457
H -0.2447 2.4132 7.1682 0.160
H 1.0858 2.3666 5.2365 0.152
H 0.5827 4.0319 4.7985 0.283
H 0.2578 3.0862 2.6180 0.358
H -1.1822 2.1808 2.5814 0.208
H 0.2754 1.2511 3.1205 -0.275
H 0.9370 4.9948 7.1632 0.271
H 0.4346 4.3971 8.5498 0.259
C -0.3674 5.1583 -4.9704 -1.156
C 0.3698 5.9462 -3.8723 0.520
C -0.4602 6.6226 -2.7530 -1.275
O -0.8613 5.4890 -1.9106 0.654
C -2.0405 5.6638 -1.1761 -2.051
N 1.5914 5.2759 -3.4593 -0.839
H -0.2932 5.6391 -5.9458 0.554
H -1.4217 5.0573 -4.7128 0.294
H 0.0776 4.1767 -5.1332 -0.148
H 0.6486 6.8984 -4.3235 0.378
H -1.3470 7.1726 -3.0681 0.508
H 0.2093 7.1983 -2.1140 0.344
H -2.8130 5.4747 -1.9215 0.546
H -2.1409 6.5592 -0.5627 0.323
H -2.2475 4.7510 -0.6176 0.402
H 1.4142 4.3859 -3.0160 0.349
H 2.0455 4.9901 -4.3149 0.339
C -0.8164 -3.9948 -1.1552 -1.259
C 0.1588 -5.2380 -1.1835 0.416
C -0.7119 -6.5545 -0.9649 -0.880
O 0.0714 -7.7819 -0.9919 -0.295
C -0.9001 -8.8866 -0.8698 -0.847
N 0.8589 -5.2886 -2.4484 -0.767
H -0.5581 -3.0989 -1.7198 0.278
H -0.9319 -3.5990 -0.1462 0.126
H -1.7266 -4.3804 -1.6145 0.344
H 0.8875 -5.1340 -0.3795 0.325
H -1.5155 -6.6145 -1.6988 0.380
H -1.1201 -6.4256 0.0376 0.342
H -0.5663 -9.8643 -1.2174 0.326
H -1.7685 -8.7630 -1.5169 0.312
H -1.2866 -8.9025 0.1492 0.307
H 1.2189 -6.2308 -2.5003 0.340
H 0.1739 -5.3880 -3.1839 0.248
C -2.6887 -2.7071 -6.6884 -1.837
C -1.1844 -2.4099 -6.5481 0.801
C -0.8730 -1.1493 -5.7283 -0.353
O 0.4803 -0.7096 -5.8143 -0.130
C 0.7251 0.1965 -6.9161 -1.306
N -0.3697 -3.5107 -6.1313 -0.613
H -3.1278 -1.7324 -6.9013 0.408
H -3.2822 -3.0915 -5.8588 0.401
H -2.8485 -3.2315 -7.6305 0.455
H -0.7061 -2.2072 -7.5064 0.097
H -0.8950 -1.5868 -4.7302 0.109
H -1.6667 -0.4033 -5.7683 0.404
H 0.4562 -0.1637 -7.9091 0.412
H 1.7900 0.4028 -7.0234 0.326
H 0.3809 1.2260 -6.8174 0.216
H -0.2460 -4.2816 -6.7720 0.282
H 0.5454 -3.0901 -6.0546 0.222
C 3.5090 -2.1167 8.1192 -1.609
C 2.3399 -2.1721 7.2107 0.956
C 2.6480 -2.7474 5.8001 -0.907
O 1.6769 -2.3162 4.8334 -0.336
C 1.8988 -0.9778 4.3406 -0.383
N 1.4957 -2.9898 8.0811 -0.755
H 4.1321 -3.0040 8.2309 0.345
H 3.3212 -1.7519 9.1290 0.460
H 4.1978 -1.3782 7.7090 0.387
H 1.7655 -1.2664 7.0159 0.046
H 2.8903 -3.8055 5.8990 0.417
H 3.6262 -2.4168 5.4510 0.327
H 2.0740 -0.2263 5.1104 0.335
H 1.0387 -0.6824 3.7397 -0.297
H 2.6901 -1.1137 3.6034 0.303
H 1.7939 -3.9166 8.3497 0.272
H 1.3255 -2.4131 8.8926 0.243
```

Calculated values
- Max |F|: 0.081 hartree/bohr
- 2S+1: 2
- Kohn-Sham gap (alpha / beta): 1.29 / 9.06 eV
- Charge: -1
- Relative energy (zero: lowest compared OMol25 entry of this formula, charge and spin): 3.5416 eV
- Highest occupied orbital energy (alpha / beta): 1.012 / -6.793 eV
- Energy: -1733.6380 a.u.